(1)
The following is a DFT calculation (wB97M-V/def2-TZVPD) of 15 unconnected molecules or ions with the total composition C90H98O28.

Output
Kohn-Sham gap = 7.7827 eV
Net charge = 0
Molecular weight = 1627.7 g mol⁻¹
E_LUMO = 0.002 hartree
2S+1 = 1

XYZ file:
```
216
C90H98O28 (wB97M-V/def2-TZVPD)
C 3.98 0.67 -3.72
C 5.30 0.35 -3.01
C 5.46 -1.15 -2.72
C 6.72 -1.52 -1.90
C 6.93 -2.99 -1.79
C 8.14 -3.34 -0.92
H 3.07 0.21 -3.25
H 4.12 0.11 -4.65
H 3.94 1.74 -3.92
H 6.16 0.80 -3.51
H 5.20 0.82 -2.01
H 5.44 -1.79 -3.64
H 4.57 -1.47 -2.14
H 7.66 -1.22 -2.41
H 6.70 -0.97 -0.93
H 6.00 -3.46 -1.46
H 7.06 -3.42 -2.78
H 8.27 -4.42 -0.86
H 9.03 -3.00 -1.46
H 8.16 -2.81 0.02
C -4.90 3.25 0.76
C -3.59 2.88 1.13
C -3.14 3.07 2.40
C -4.08 3.58 3.36
C -5.39 4.00 3.04
C -5.77 3.90 1.68
O -6.99 4.51 1.38
O -1.82 2.71 2.62
H -5.14 3.23 -0.29
H -2.93 2.54 0.36
H -3.75 3.75 4.38
H -6.08 4.44 3.75
H -7.33 4.17 0.53
H -1.57 2.76 3.56
C -1.37 6.40 3.79
C -0.82 7.41 3.01
C -1.05 8.81 3.26
C -1.86 9.11 4.33
C -2.41 8.12 5.16
C -2.18 6.74 4.84
O -2.75 5.76 5.67
O -0.50 9.80 2.49
H -1.14 5.34 3.64
H -0.34 7.09 2.10
H -2.12 10.15 4.49
H -3.07 8.34 6.00
H -3.26 6.19 6.37
H 0.05 9.37 1.80
C -0.80 3.40 -7.45
C -0.75 4.39 -6.46
C 0.07 4.17 -5.36
C 0.83 3.01 -5.17
C 0.70 2.05 -6.19
C -0.04 2.28 -7.37
O 0.04 1.38 -8.41
O -0.03 5.07 -4.33
H -1.34 3.64 -8.37
H -1.28 5.36 -6.50
H 1.52 2.85 -4.36
H 1.31 1.15 -6.09
H 0.78 0.72 -8.34
H -0.24 4.56 -3.52
C 2.37 5.66 0.98
C 2.44 5.16 -0.34
C 2.74 3.84 -0.56
C 3.06 3.03 0.53
C 3.02 3.49 1.84
C 2.67 4.85 2.09
O 2.70 5.35 3.37
O 2.84 3.24 -1.80
H 2.13 6.71 1.06
H 2.12 5.84 -1.13
H 3.17 2.00 0.21
H 3.14 2.75 2.66
H 2.81 4.59 3.97
H 2.25 3.79 -2.32
C -5.00 -0.83 1.77
C -4.84 -0.03 2.91
C -4.10 -0.55 4.01
C -3.80 -1.91 4.04
C -3.95 -2.73 2.90
C -4.54 -2.17 1.77
O -4.79 -2.98 0.64
O -3.74 0.32 4.99
H -5.38 -0.36 0.87
H -5.17 1.00 2.87
H -3.35 -2.38 4.92
H -3.69 -3.77 2.70
H -5.59 -2.67 0.16
H -3.15 -0.23 5.57
C 2.10 -4.60 4.01
C 1.70 -4.91 2.70
C 0.37 -4.99 2.35
C -0.59 -4.90 3.39
C -0.14 -4.57 4.66
C 1.20 -4.42 4.99
O 1.57 -4.24 6.30
O -0.11 -5.13 1.02
H 3.15 -4.54 4.30
H 2.51 -5.09 2.01
H -1.66 -5.03 3.20
H -0.94 -4.49 5.42
H 0.80 -3.92 6.80
H -1.08 -5.16 1.04
C -1.20 -0.12 7.76
C -1.37 1.13 7.06
C -1.14 1.28 5.71
C -0.73 0.13 4.97
C -0.60 -1.08 5.62
C -0.76 -1.21 6.99
O -0.50 -2.42 7.58
O -1.19 2.52 5.12
H -1.36 -0.23 8.81
H -1.78 1.99 7.56
H -0.62 0.18 3.91
H -0.41 -1.93 4.96
H -0.36 -2.27 8.53
H -1.23 3.20 5.80
C -3.21 -1.54 -1.89
C -3.68 -0.20 -1.86
C -2.93 0.86 -2.33
C -1.67 0.56 -2.88
C -1.20 -0.77 -2.97
C -2.01 -1.84 -2.54
O -1.73 -3.14 -2.72
O -3.38 2.20 -2.23
H -3.84 -2.33 -1.57
H -4.65 -0.01 -1.44
H -1.09 1.35 -3.35
H -0.24 -0.85 -3.53
H -0.83 -3.27 -3.05
H -2.84 2.78 -2.83
C -2.42 -8.55 -0.54
C -2.37 -7.40 0.31
C -2.93 -6.24 -0.15
C -3.64 -6.23 -1.36
C -3.65 -7.37 -2.15
C -2.98 -8.55 -1.76
O -2.97 -9.53 -2.70
O -2.78 -5.13 0.65
H -1.93 -9.48 -0.21
H -1.88 -7.50 1.25
H -3.92 -5.29 -1.81
H -4.15 -7.33 -3.14
H -3.75 -10.08 -2.55
H -3.50 -4.48 0.47
C 2.29 -2.19 -5.20
C 2.48 -1.57 -6.45
C 1.40 -1.53 -7.31
C 0.16 -2.04 -6.98
C -0.04 -2.68 -5.75
C 1.04 -2.74 -4.88
O 0.78 -3.38 -3.70
O 1.64 -0.89 -8.51
H 3.08 -2.20 -4.48
H 3.37 -1.11 -6.81
H -0.73 -1.97 -7.60
H -0.99 -3.15 -5.56
H 1.65 -3.59 -3.32
H 0.90 -0.97 -9.13
C 2.82 0.76 4.38
C 2.75 0.19 3.08
C 3.85 0.14 2.21
C 5.06 0.70 2.64
C 5.14 1.30 3.88
C 4.00 1.31 4.75
O 4.01 1.88 5.99
O 3.87 -0.45 0.99
H 1.94 0.84 5.02
H 1.77 -0.16 2.76
H 5.87 0.68 1.95
H 6.08 1.76 4.18
H 4.93 1.99 6.25
H 3.01 -0.88 0.81
C 2.86 -7.46 -4.27
C 3.35 -6.31 -3.72
C 2.70 -5.69 -2.63
C 1.55 -6.27 -2.14
C 1.06 -7.48 -2.70
C 1.74 -8.13 -3.74
O 1.41 -9.39 -4.09
O 3.21 -4.55 -2.11
H 3.33 -7.93 -5.14
H 4.22 -5.82 -4.13
H 1.09 -5.85 -1.25
H 0.24 -7.99 -2.23
H 0.70 -9.69 -3.53
H 2.66 -4.26 -1.35
C -0.09 -1.45 0.74
C -0.49 -0.10 0.96
C 0.13 0.90 0.11
C 1.04 0.53 -0.84
C 1.39 -0.79 -0.98
C 0.84 -1.80 -0.22
O 1.28 -3.10 -0.34
O -0.21 2.24 0.28
H -0.41 -2.16 1.48
H -1.28 0.06 1.68
H 1.46 1.27 -1.52
H 2.04 -1.07 -1.76
H 0.75 -3.73 0.20
H -0.81 2.41 1.03
C -3.04 6.34 0.05
C -2.03 5.43 -0.28
C -1.92 5.06 -1.60
C -2.66 5.67 -2.62
C -3.65 6.56 -2.21
C -3.94 6.77 -0.90
O -5.15 7.34 -0.56
O -0.99 4.09 -1.94
H -3.22 6.66 1.07
H -1.42 4.94 0.49
H -2.55 5.49 -3.70
H -4.29 7.02 -2.98
H -5.29 7.25 0.38
H -0.89 3.44 -1.23
```

***

(2)
The following is a DFT calculation (wB97M-V/def2-TZVPD) of C11H19NOSi in the gas phase.

Output
Kohn-Sham gap = 8.2989 eV
Energy above the lowest of the compared OMol25 structures with the same formula, charge and spin = 1.7 kcal per mole
Net charge = 0
Molecular weight = 209.4 g mol⁻¹
E_LUMO = 0.031 hartree
2S+1 = 1

XYZ file:
```
33
C11H19NOSi (wB97M-V/def2-TZVPD)
C 2.88 0.77 2.89
O 2.89 0.45 1.54
Si 2.04 1.49 0.51
C 1.20 3.00 1.25
C 3.18 1.87 -0.87
C 0.66 0.43 -0.18
C -0.38 0.89 -0.96
C -1.54 0.15 -1.16
C -1.64 -1.12 -0.59
N -2.70 -1.95 -0.93
C -2.51 -3.38 -1.04
C -3.93 -1.43 -1.49
C -0.57 -1.62 0.14
C 0.56 -0.84 0.33
H 3.35 0.00 3.48
H 3.40 1.72 3.05
H 1.83 0.82 3.19
H 0.53 2.67 2.05
H 0.62 3.48 0.49
H 1.93 3.68 1.65
H 2.58 2.01 -1.75
H 3.89 1.06 -1.06
H 3.72 2.81 -0.77
H -0.35 1.85 -1.42
H -2.31 0.42 -1.86
H -2.52 -3.87 -0.05
H -3.27 -3.90 -1.63
H -1.52 -3.66 -1.46
H -4.39 -0.78 -0.75
H -3.69 -0.93 -2.43
H -4.63 -2.26 -1.71
H -0.65 -2.57 0.60
H 1.35 -1.26 0.95
```

***

(3)
The following is a DFT calculation (wB97M-V/def2-TZVPD) of 3 unconnected molecules or ions with the total composition C23H41FN5O4.

Output
Kohn-Sham gap = 7.5413 eV
Net charge = +1
Molecular weight = 470.6 g mol⁻¹
E_LUMO = -0.160 hartree
2S+1 = 1

XYZ file:
```
74
C23H41FN5O4 (wB97M-V/def2-TZVPD)
C 5.69 1.48 0.22
C 4.98 2.47 1.32
O 5.42 2.38 2.60
O 3.89 3.38 0.90
C 2.76 3.05 1.79
C 1.34 3.79 1.36
C 1.17 3.75 -0.27
C -0.44 3.67 -0.62
C -0.71 2.47 -1.72
C -0.55 0.95 -1.14
C 0.98 0.28 -1.26
C 1.14 -1.27 -0.67
C 2.53 -2.14 -0.72
C 3.37 -2.19 0.69
N 3.10 -1.25 1.65
C -0.28 -1.88 -0.01
C -0.21 -3.41 0.65
N -1.58 -1.15 0.03
N -1.62 0.09 -0.51
C -3.02 0.76 -0.48
C -4.20 -0.42 -0.39
C -4.61 -0.81 1.14
F -4.91 -2.29 1.12
H 5.98 2.16 -0.70
H 6.67 1.06 0.74
H 4.96 0.60 -0.07
H 2.56 1.88 1.64
H 2.94 3.32 2.91
H 1.32 4.93 1.67
H 0.48 3.18 1.87
H 1.82 2.91 -0.78
H 1.57 4.79 -0.71
H -1.07 3.54 0.38
H -0.75 4.74 -1.05
H -1.73 2.71 -2.24
H 0.14 2.60 -2.55
H 1.90 0.84 -1.72
H 2.23 -3.26 -1.02
H 3.17 -1.71 -1.61
H 4.20 -3.04 0.79
H 3.77 -1.46 2.43
H -0.21 -4.25 -0.15
H 0.80 -3.41 1.29
H -1.07 -3.53 1.47
H -3.25 1.36 -1.46
H -3.11 1.40 0.51
H -5.16 0.10 -0.87
H -3.96 -1.34 -1.09
H -5.65 -0.30 1.42
H -3.80 -0.57 1.95
C -5.66 3.62 -3.32
C -4.42 4.23 -2.75
O -3.34 4.19 -3.33
N -4.51 4.85 -1.53
C -5.67 5.00 -0.70
H -5.44 3.17 -4.29
H -6.04 2.84 -2.65
H -6.42 4.39 -3.47
H -3.63 5.23 -1.21
H -5.85 6.07 -0.54
H -5.46 4.53 0.27
H -6.57 4.55 -1.13
C 3.90 -7.64 0.44
C 3.03 -6.41 0.40
O 3.06 -5.62 -0.54
N 2.18 -6.20 1.45
C 2.01 -7.00 2.64
H 4.52 -7.68 -0.46
H 4.56 -7.59 1.31
H 3.28 -8.54 0.48
H 1.63 -5.35 1.36
H 0.96 -7.32 2.68
H 2.23 -6.38 3.51
H 2.65 -7.88 2.64
```

***

(4)
The following is a DFT calculation (wB97M-V/def2-TZVPD) of 5 unconnected molecules or ions with the total composition C11H27Cl8O3PSSi.

Output
Kohn-Sham gap = 10.0390 eV
Net charge = 0
Molecular weight = 582.1 g mol⁻¹
E_LUMO = 0.009 hartree
2S+1 = 1

XYZ file:
```
52
C11H27Cl8O3PSSi (wB97M-V/def2-TZVPD)
C 1.86 -4.11 -0.09
C 0.57 -3.69 0.68
Si -0.27 -2.14 0.01
P 0.97 -0.29 0.06
O 2.04 -0.24 -1.02
S -1.97 -1.72 1.36
C -3.53 -2.02 0.48
O -1.88 -0.32 1.87
O -1.92 -2.66 2.54
H 2.65 -3.35 -0.09
H 1.64 -4.42 -1.12
H 2.26 -5.00 0.42
H -0.16 -4.51 0.56
H 0.73 -3.62 1.77
H -0.74 -2.31 -1.38
H 0.05 0.79 -0.17
H 1.56 -0.07 1.34
H -3.54 -3.08 0.19
H -3.60 -1.42 -0.45
H -4.36 -1.86 1.20
Cl -3.47 -0.16 -2.12
C -2.51 1.33 -2.33
C -1.44 1.16 -3.38
Cl -0.18 0.02 -2.84
H -2.08 1.58 -1.36
H -3.20 2.12 -2.62
H -0.95 2.12 -3.56
H -1.84 0.80 -4.32
Cl 1.88 3.32 -3.17
C 2.71 1.87 -2.52
C 4.21 1.99 -2.61
Cl 4.79 1.93 -4.29
H 2.34 1.01 -3.07
H 2.41 1.77 -1.48
H 4.67 1.15 -2.09
H 4.58 2.91 -2.15
Cl -6.47 -3.33 6.18
C -5.19 -4.18 5.27
C -4.52 -3.29 4.25
Cl -5.62 -2.88 2.91
H -5.64 -5.06 4.81
H -4.46 -4.52 6.00
H -3.67 -3.80 3.82
H -4.17 -2.36 4.70
Cl 5.18 4.35 -0.51
C 5.17 6.12 -0.28
C 3.78 6.68 -0.12
Cl 2.83 6.58 -1.62
H 5.68 6.57 -1.13
H 5.75 6.32 0.62
H 3.83 7.73 0.16
H 3.23 6.15 0.66
```

***

(5)
The following is a DFT calculation (wB97M-V/def2-TZVPD) of 2 unconnected molecules or ions with the total composition C4H9NO.

Output
Kohn-Sham gap = 9.5074 eV
Energy above the lowest of the compared OMol25 structures with the same formula, charge and spin = 92.5 kcal per mole
Net charge = 0
Molecular weight = 87.1 g mol⁻¹
E_LUMO = 0.030 hartree
2S+1 = 1

XYZ file:
```
15
C4H9NO (wB97M-V/def2-TZVPD)
C -1.81 -0.30 -0.23
C -0.63 0.94 -0.07
O -0.38 1.31 1.21
C 0.53 0.09 -0.55
C 2.00 0.09 -0.04
N 0.95 -0.69 0.59
H -2.42 -0.14 0.66
H -2.45 -0.17 -1.11
H -1.60 -1.40 -0.23
H -0.93 1.77 -0.75
H 0.30 0.20 1.45
H 0.35 -0.39 -1.51
H 2.46 0.79 0.66
H 2.72 -0.49 -0.62
H 0.96 -1.69 0.53
```

***

Number 1: HOMO energy -7.7 eV. Number 2: HOMO energy -7.4 eV. Number 3: HOMO energy -11.9 eV. Number 4: HOMO energy -9.8 eV. Number 5: HOMO energy -8.7 eV.